# 1
The following is a quantum chemistry calculation of a structure of composition C22H56AlN4O in a non-equilibrium geometry, from the Open Molecules 2025 dataset.

```
84
Properties=species:S:1:pos:R:3:mulliken_charge:R:1
C 1.104 2.047 -6.541 -0.7360
H -3.878 4.189 4.488 0.2365
C -2.725 7.001 3.609 -1.4587
H 1.264 2.877 -5.846 0.4107
H -0.860 2.625 -7.316 0.2698
C -0.602 3.044 4.452 -0.5702
H -0.347 2.094 -4.430 0.4579
H -1.349 -0.537 -6.953 0.2496
H 0.020 1.481 -0.147 0.4174
H 0.585 -6.224 -1.123 0.3510
H 0.499 4.883 4.511 0.4306
H 0.298 -8.088 0.078 0.2913
C 1.341 -8.331 0.285 -1.4443
H 1.986 -3.616 1.847 -0.0900
H 2.476 0.496 1.555 0.5181
H 1.856 0.585 -1.486 -0.4391
H 1.117 2.206 1.050 0.3726
H 0.184 1.864 -8.522 0.2144
C 0.995 -5.478 -0.435 -0.7230
Al 1.655 -0.782 -0.624 0.6347
H -1.064 3.088 3.468 0.1432
C 2.068 -7.185 0.974 -0.3324
H -2.276 1.363 1.310 0.4291
H -1.828 -0.358 1.110 0.3409
H 3.652 -3.799 2.356 0.4075
C -3.571 4.100 5.531 -0.9408
H -3.200 3.089 5.687 0.2803
C 0.170 2.531 -7.660 -0.9704
H 4.121 -5.526 0.787 0.3730
H -2.887 7.300 2.572 0.4447
C 0.507 -0.195 2.109 0.3621
H -2.292 4.961 3.098 0.1533
H 1.828 -8.587 -0.658 0.3315
H -0.286 -5.792 1.316 0.2645
O 0.093 -1.056 2.886 -0.7332
C 2.785 -4.344 1.978 -0.6963
N -0.324 0.927 1.890 0.4402
C -0.744 0.064 -3.908 -1.4653
H 2.271 -1.209 1.846 0.3426
H 0.492 3.516 -8.007 0.4036
C -0.348 4.435 5.040 -1.0111
N 0.694 0.905 -5.752 0.1787
C -0.116 -5.050 0.533 -0.7545
H -2.158 0.306 2.704 0.2447
H 0.119 -1.271 -0.861 -0.3234
H 0.340 2.510 4.333 0.4265
H 1.555 -6.963 1.925 0.2591
C 3.149 -5.035 0.661 -0.6397
H -1.400 1.263 -5.569 0.2092
H 1.350 -9.214 0.927 0.4373
C -1.724 0.527 1.732 -1.1562
H 2.483 -5.052 2.753 0.3055
H -0.994 -0.896 -4.365 0.3022
H 1.722 -0.444 -6.931 0.3839
C 0.766 -0.387 -6.404 -0.7113
H 2.087 1.829 -6.969 0.3615
H 0.095 -4.094 1.006 0.0667
H -0.278 -0.268 -8.332 0.2719
C 1.797 -0.341 1.388 -0.8220
H -0.894 6.021 3.114 0.4466
C -0.492 1.143 -4.950 -0.3614
C -1.814 5.783 3.654 -0.2203
C -2.533 5.164 5.916 -0.7125
H 1.267 -4.626 -1.061 0.3489
C 0.104 1.868 0.866 -1.4928
H -2.276 7.841 4.142 0.3343
H -4.466 4.219 6.146 0.3696
H 0.823 -1.150 -5.626 0.3332
N -1.434 5.404 5.001 0.1241
H -3.058 6.112 6.070 0.3737
H 3.302 -4.268 -0.102 0.3053
C -0.368 -0.769 -7.368 -0.9788
H -1.053 -4.934 -0.017 0.3601
H -1.233 2.434 5.099 0.1749
H -0.341 -1.844 -7.558 0.3722
H 2.732 -1.908 -1.058 -0.3451
H -1.586 0.351 -3.278 0.4746
N 2.222 -6.020 0.131 0.1108
H -3.704 6.800 4.046 0.2823
H -2.106 4.914 6.890 0.3406
H -0.541 2.748 0.925 0.3942
H -0.023 4.334 6.080 0.3607
H 3.073 -7.527 1.241 0.4377
H 0.122 -0.074 -3.262 0.1666
```

Orbital gap   8.0 eV
Lowest unoccupied orbital energy   2.618 eV
Total charge   -1
Maximum force   1.0 eV/A

=====

# 2
The following is a quantum chemistry calculation of a cluster of 5 separate species, C22H56N5O7 in total in a non-equilibrium geometry, from the Open Molecules 2025 dataset.

```
90
Properties=species:S:1:pos:R:3:mulliken_charge:R:1
C -1.738 -6.227 3.428 -1.0538
H 4.535 5.043 -2.806 0.4772
H 1.997 -7.520 2.965 0.4207
H 2.541 4.748 3.547 0.3272
H -8.524 4.321 -0.707 0.3901
C -0.568 -6.423 -0.076 -1.3029
H -6.197 -6.963 1.457 0.3236
O -4.410 -6.896 2.460 -0.3625
C -7.527 2.591 -0.985 0.3890
H 5.378 0.164 -2.018 0.3525
H 5.896 -0.104 -3.707 0.2961
C -1.161 -5.953 1.205 -0.4549
H 1.719 3.107 -2.969 0.2467
H 0.378 2.657 -4.233 0.4065
H -9.392 1.657 -0.458 0.3372
H 3.586 7.355 3.229 0.4094
O 2.302 6.943 6.116 -0.4188
O -7.026 2.129 -2.010 -0.4231
N -7.544 4.086 -0.763 -0.1360
H -4.458 -8.657 1.482 0.5451
C 3.260 7.220 5.353 0.5466
H 1.392 6.040 3.946 0.3072
H -7.925 0.722 -0.195 0.3235
H 4.319 6.195 3.939 0.3925
H 5.851 1.770 -4.800 0.4986
H -7.316 4.623 -1.588 0.3520
C 4.372 4.338 -3.621 -0.7468
C 3.811 0.387 -3.450 -0.4611
H 1.138 1.509 -3.241 0.3679
H -0.533 -5.180 1.649 0.5125
C 5.085 -0.234 -2.989 -1.2647
H -8.274 1.874 1.017 0.3813
C -6.706 4.464 0.513 -0.7186
H -6.115 -5.678 2.799 0.2791
H 0.954 -6.617 4.052 0.3705
H 3.726 9.135 5.346 0.3204
C -5.598 -6.259 2.035 -0.7729
C -8.381 1.703 -0.054 -0.9201
H 6.066 5.588 -6.141 0.2803
H -0.390 -8.547 3.369 0.4351
O 5.511 4.497 -4.480 -0.3129
H 4.382 8.343 6.739 0.3423
N 3.872 1.843 -4.070 0.2925
H 1.212 -6.133 2.300 0.2832
H -3.837 -7.437 0.466 0.4491
H 3.701 2.710 -2.253 0.5674
H 3.517 4.710 -4.186 0.4130
C 2.495 2.197 -4.686 -0.6797
H 3.104 0.368 -2.620 0.3680
H -2.196 -5.664 1.026 0.4504
H -1.016 -5.523 3.842 0.4075
O -1.226 -0.200 1.826 -0.6914
H 4.868 -1.298 -2.886 0.4195
H 3.330 -0.309 -4.138 0.4947
H 4.428 5.837 -5.673 0.3418
C 4.386 2.891 -3.081 -0.9242
C -0.089 -7.840 2.596 -0.4465
H 5.355 2.544 -2.723 0.5260
H -5.235 -5.408 1.459 0.3177
C 4.866 1.684 -5.261 -1.0513
H -1.149 -7.224 -0.535 0.3046
C 1.075 -6.941 3.018 -1.2435
H -6.934 3.808 1.353 0.3235
H -5.659 4.307 0.251 0.3497
H 4.816 0.741 -5.806 0.3362
H -2.179 -6.804 4.241 0.4017
O -2.628 1.136 2.538 -0.6829
H 0.131 -8.479 1.741 0.5360
H 2.374 1.440 -5.461 0.5582
H -7.026 5.477 0.755 0.3507
C -2.370 -8.273 1.858 -0.4843
H -2.081 -8.748 0.921 0.2660
C 4.256 8.236 5.662 -0.9732
N -1.363 -7.084 2.196 -0.0229
H 0.371 -6.972 -0.003 0.3114
C -3.763 -7.817 1.485 -0.8297
O -3.305 -0.542 1.506 -0.6820
H 2.758 3.052 -5.309 0.4889
N -2.384 0.114 1.926 1.0570
C 5.421 5.648 -5.264 -0.7774
H -2.394 -8.960 2.704 0.4693
H 2.281 6.259 2.418 0.3327
N 3.427 6.668 3.953 -0.2058
C 1.334 2.452 -3.751 -1.1912
C 2.310 5.804 3.408 -0.7395
H 5.665 6.480 -4.604 0.3294
H -0.360 -5.679 -0.845 0.4133
H 4.800 2.569 -5.894 0.3477
H 5.213 8.058 5.171 0.3591
H -2.586 -5.646 3.068 0.4768
```

Orbital gap   4.5 eV
Lowest unoccupied orbital energy   -6.326 eV
Total charge   +3
Maximum force   6.0 eV/A

=====

# 3
The following is a quantum chemistry calculation of a structure of composition C22H56NbO2S in a non-equilibrium geometry, from the Open Molecules 2025 dataset.

```
82
Properties=species:S:1:pos:R:3:mulliken_charge:R:1
H 3.529 -3.727 -1.548 0.3078
H -4.106 1.478 0.536 0.2383
H 3.211 7.125 1.187 0.3063
H 2.028 -2.906 0.303 0.2491
C 2.021 -5.267 -1.278 -0.0592
C -2.352 -5.247 0.180 -1.2456
H 1.726 6.351 0.600 0.2387
C -3.468 -7.030 -4.149 -1.1893
H -4.797 -5.657 -1.246 0.3088
C -3.136 -4.625 -2.164 -0.7859
H -3.494 -3.655 -1.794 0.3017
H -0.029 -0.369 1.663 0.1573
H -1.161 -1.249 -0.702 0.0573
H -5.087 -5.147 -2.894 0.4090
S -1.825 5.821 0.047 -0.4743
C 2.379 -5.733 0.138 -0.5288
H 1.843 8.410 2.871 0.2486
H -2.696 -1.777 0.307 0.0856
H -3.282 -8.062 -4.458 0.3786
Nb -0.803 3.642 0.925 -0.4629
H 2.161 10.519 -0.324 0.3782
H 2.181 -3.638 -2.668 0.3481
C 2.581 11.554 2.223 -1.1817
C 3.297 10.422 1.503 -0.3504
C -1.836 -0.985 0.241 0.0949
H 1.814 -5.142 0.870 0.2517
H 3.635 9.679 2.232 0.2440
H 2.293 6.057 2.252 0.3467
C 1.765 -2.787 -0.751 -0.6667
C 2.442 -3.836 -1.620 -0.5481
C 2.201 6.816 1.469 -1.1366
H 2.469 -5.948 -2.010 0.3799
H -2.724 -4.302 0.589 0.1776
C -1.973 -5.091 -1.284 0.4146
H -2.256 5.565 -1.264 0.1112
H 0.393 7.615 2.288 0.2775
C 4.734 -6.557 -0.377 -1.1970
H -4.191 -6.592 -4.845 0.2890
H 2.077 -1.785 -1.058 0.4480
H -3.872 -0.124 1.500 0.3232
C -4.328 -5.586 -2.234 -0.8081
H -3.123 -6.009 0.317 0.3687
H 0.647 8.640 0.055 0.3414
H -1.560 -6.033 -1.660 0.3710
C -0.884 -1.183 1.569 -0.7609
C -4.001 -6.998 -2.725 -0.3675
C 2.442 9.761 0.418 -0.7126
C -3.279 0.809 1.066 -0.2411
H 5.779 -6.491 -0.059 0.3808
H -3.423 1.613 3.192 0.2271
O -2.317 0.390 0.037 -0.3284
H -1.480 -5.550 0.765 0.3478
H -2.757 -4.439 -3.175 0.3526
H 3.246 12.009 2.963 0.3726
H 0.676 -2.847 -0.845 -0.1718
C 1.375 7.989 1.974 -0.2831
H -1.562 2.843 -0.551 0.0712
H -3.285 -7.483 -2.053 0.2321
H 0.702 3.868 -0.114 0.0399
H -1.634 1.247 2.738 0.1993
H -0.033 4.504 2.316 0.0600
H 4.420 -7.602 -0.295 0.2842
H -2.526 -6.482 -4.240 0.2803
C 1.164 9.077 0.918 -0.6259
H -0.405 -2.263 1.572 0.2026
H 2.034 -6.768 0.258 0.4248
H 4.689 -6.263 -1.429 0.2803
H -0.102 2.019 1.397 0.1649
H -4.917 -7.601 -2.683 0.3811
H -1.165 -4.351 -1.356 -0.2363
H 0.482 9.833 1.325 0.2890
H 3.988 -5.969 1.540 0.3790
O -2.549 3.152 2.004 -0.7128
H 0.935 -5.359 -1.408 -0.2425
C -2.643 1.700 2.292 -0.3558
H 2.275 12.333 1.518 0.2839
C 3.866 -5.662 0.494 -0.5385
H 1.693 11.199 2.752 0.2862
H 4.226 -4.629 0.435 0.2523
H -1.615 -1.092 2.507 0.3006
H 3.060 9.031 -0.118 0.3105
H 4.202 10.827 1.033 0.3560
```

Orbital gap   7.0 eV
Lowest unoccupied orbital energy   2.313 eV
Total charge   -1
Maximum force   3.9 eV/A

=====

# 4
The following is a quantum chemistry calculation of a cluster of 12 separate species, C22H57BF4N11O14 in total in a non-equilibrium geometry, from the Open Molecules 2025 dataset.

```
109
Properties=species:S:1:pos:R:3:mulliken_charge:R:1
H 20.932 -3.685 10.097 0.2007
C 27.689 -4.500 2.776 0.3999
C 27.126 -3.290 3.561 0.5651
O 30.362 3.528 1.084 -0.6809
H 35.037 8.163 11.496 0.4456
C 20.801 -1.541 10.374 -1.5255
H 28.171 2.371 0.517 0.2126
H 26.088 8.522 9.815 0.2812
H 37.872 6.073 10.517 0.3429
C 20.264 -4.353 6.167 -0.7739
O 30.961 1.231 13.581 -0.6271
H 20.398 -5.405 5.915 0.2711
H 26.162 9.332 11.187 0.2584
C 23.262 10.270 7.757 -0.7273
C 28.674 -3.585 5.455 0.4378
C 21.182 -2.768 9.564 0.4769
O 29.945 -5.561 5.399 -0.7090
H 27.712 2.492 2.198 0.2031
H 28.570 6.037 15.664 0.2241
F 28.481 4.033 10.369 -0.4339
H 36.694 10.237 10.422 0.2886
H 18.860 8.248 12.741 0.2256
C 35.748 6.274 10.540 0.2246
H 23.383 9.188 7.694 0.3219
H 35.895 10.593 8.885 0.2456
H 21.376 -1.487 11.298 0.4060
H 20.569 8.380 12.150 0.1734
H 28.424 5.719 18.915 0.1438
N 28.298 2.785 1.429 -0.3609
F 26.552 3.387 11.222 -0.4095
H 30.165 1.759 13.529 0.3296
H 28.203 9.204 8.593 0.3479
O 20.865 -4.064 7.475 -0.3590
C 19.703 6.662 12.097 0.6117
F 26.638 4.021 9.076 -0.4093
O 29.261 -3.340 6.549 -0.7313
H 25.674 9.368 7.793 0.3720
H 29.498 6.908 19.467 0.2020
O 27.291 -4.825 1.600 -0.8387
H 27.174 -2.039 5.349 0.4088
N 28.561 6.011 16.673 -0.3645
H 34.947 10.345 10.348 0.3007
O 26.157 -2.592 3.107 -0.8219
C 37.036 5.706 9.921 -1.2210
N 20.872 6.331 11.551 -0.3779
C 35.827 7.800 10.839 -0.8006
C 26.449 10.362 9.420 0.3149
H 33.500 1.291 8.964 0.3134
H 28.395 10.920 8.974 0.3772
H 29.098 -6.121 2.956 0.3445
H 37.083 4.644 10.161 0.3513
H 21.370 2.066 2.344 0.1551
H 19.761 -1.728 10.641 0.3878
B 27.295 3.376 10.079 0.6184
C 20.800 3.336 3.608 0.6510
H 22.285 10.658 8.044 0.2331
C 28.672 -5.201 3.330 -0.7676
H 28.380 3.937 3.410 0.1610
N 29.273 4.039 2.949 -0.3834
H 26.981 -2.696 12.210 0.3255
H 19.415 -3.037 8.375 0.3715
O 24.359 10.869 8.452 -0.3019
N 29.101 6.428 18.672 -0.3495
H 26.397 11.410 9.714 0.3451
H 33.968 0.048 8.237 0.3123
H 21.414 7.133 11.262 0.1440
C 27.558 -2.890 4.806 -0.7950
H 37.261 5.916 8.875 0.2713
F 27.650 2.144 9.641 -0.3668
O 35.753 8.600 9.611 -0.3112
H 27.523 -2.429 13.599 0.2947
H 35.104 6.559 8.708 0.3021
H 19.197 -4.179 6.024 0.3030
C 20.481 -2.940 8.172 -0.7133
H 22.867 -3.038 8.413 0.2752
C 29.317 3.488 1.725 0.6519
H 35.465 5.821 11.490 0.3736
C 27.945 9.985 9.308 -1.4106
H 28.464 9.828 10.253 0.3769
O 20.152 4.248 4.012 -0.6593
H 22.156 3.221 4.990 0.2025
H 22.258 2.029 3.684 0.1586
H 21.008 -0.604 9.857 0.3826
H 20.795 -3.852 5.357 0.3250
C 29.145 -4.921 4.712 0.5091
O 27.799 -2.612 12.701 -0.6208
H 26.165 11.060 7.486 0.3296
O 30.158 7.534 17.037 -0.6579
N 19.687 7.904 12.275 -0.3647
H 36.706 8.139 11.388 0.4134
N 34.822 5.926 9.443 -0.7384
C 25.620 10.394 8.155 -0.7758
H 33.946 6.357 9.703 0.2631
N 20.556 2.630 2.544 -0.3554
H 19.801 2.809 1.898 0.1859
O 33.522 0.337 9.033 -0.6266
C 29.330 6.733 17.438 0.6429
H 31.587 1.786 14.047 0.2968
C 35.827 10.007 9.802 -0.7507
H 22.827 -1.754 9.383 0.2823
O 18.820 5.929 12.352 -0.6299
N 25.795 9.386 10.248 -0.6502
H 28.191 5.210 17.164 0.1595
H 23.341 10.729 6.772 0.3089
H 21.019 5.389 11.219 0.2169
N 22.663 -2.750 9.359 -0.6279
N 21.787 2.788 4.155 -0.3383
H 20.618 -2.113 7.475 0.3173
H 29.999 4.647 3.298 0.1965
```

Orbital gap   2.1 eV
Lowest unoccupied orbital energy   3.764 eV
Total charge   -3
Maximum force   8.0 eV/A

=====

# 5
The following is a quantum chemistry calculation of a structure of composition C22H57N3NbO8 in a non-equilibrium geometry, from the Open Molecules 2025 dataset.

```
91
Properties=species:S:1:pos:R:3:mulliken_charge:R:1
C -7.044 3.478 1.428 -1.0389
C -5.616 -2.923 0.900 -0.2192
C -6.160 3.625 3.649 -0.9000
H 10.329 -2.985 -3.222 0.3849
H 6.272 -0.346 -2.463 0.1801
H -5.229 4.164 3.470 0.3434
H 2.494 4.323 1.274 0.3272
O 4.254 1.813 -0.616 -0.1829
H -5.830 -0.824 0.286 0.2161
O 4.866 -3.071 -3.936 -0.4626
Nb 0.973 1.965 0.757 -0.8082
O -2.363 2.712 0.774 -0.1622
C -3.054 3.166 -0.392 -0.4512
C 6.278 1.925 1.299 -0.8525
H -0.060 3.486 0.656 0.0199
H 10.152 -1.689 -4.404 0.3871
H -2.587 1.501 2.404 0.4000
H 7.368 -1.678 -4.812 0.1363
H -6.787 0.324 3.441 0.1778
C -6.409 -1.609 0.788 -0.6191
C 8.419 -2.018 -3.092 -0.1664
H 6.355 -3.355 -5.325 0.0929
H 2.022 0.489 0.865 -0.0208
H -0.461 0.871 0.588 0.0543
C -4.480 -4.910 2.957 -0.4423
H 3.511 2.824 2.045 0.2263
H -6.249 -3.631 1.440 0.1217
H 5.316 -4.737 -5.029 0.3206
H -6.963 4.334 3.868 0.3347
O 5.939 0.120 -0.454 -0.6035
N 7.494 -1.225 -3.907 -0.3566
O 9.238 -3.537 -4.843 -0.3184
H -6.104 -3.432 5.403 0.3415
C -6.183 -0.095 2.630 -0.0943
H 5.569 -0.487 -4.066 0.3574
H -5.613 2.633 0.094 -0.0301
H -5.992 0.692 1.896 -0.1293
O -6.904 -1.182 2.063 -0.3891
C 5.465 1.302 0.032 0.5547
H -3.051 5.238 0.196 0.3574
H -3.564 2.958 2.425 0.0645
C 6.165 -1.024 -3.316 -0.4091
H -5.438 -3.325 -0.103 0.4009
C -5.736 -3.439 4.371 -0.4507
H 6.542 -4.324 -3.818 0.2546
O -6.485 2.783 2.550 -0.1049
H 9.133 -3.976 -6.837 0.2286
H 3.271 3.662 -1.088 0.3053
C 9.159 -3.093 -6.191 -0.7012
H -5.241 -0.433 3.065 0.2117
H -4.021 1.575 1.365 0.1174
H 5.891 -2.874 -2.130 0.3373
H 5.991 3.008 1.623 0.3205
H -2.778 -3.645 2.584 0.3831
O -4.710 -4.412 4.277 -0.4409
C 9.621 -2.515 -3.914 -0.7933
H -5.322 -2.452 4.176 0.1313
H -3.338 -4.516 1.167 0.3726
H 7.933 -2.901 -2.673 0.1323
H 4.468 -1.890 -2.347 0.3744
C -6.020 3.628 0.289 0.0380
H -2.278 3.309 -1.153 0.3758
C -3.197 2.163 1.780 -0.3831
C 5.838 -3.906 -4.543 -0.4640
C 3.905 3.176 -0.201 -0.3546
H -7.864 2.850 1.061 0.3495
H -6.007 2.990 4.527 0.2492
H -3.869 -5.811 3.088 0.3428
H -4.041 4.902 -1.215 0.3909
C -3.681 -3.956 2.042 -0.7335
H 0.732 1.969 2.573 -0.0510
C -3.772 4.523 -0.224 -0.7728
H 8.240 -2.533 -6.368 0.2978
C 5.360 -2.262 -2.865 -0.4649
H -7.480 4.442 1.715 0.5210
H -4.458 -2.112 2.376 0.0318
N -4.966 4.588 0.628 -0.3632
C 2.893 3.209 1.121 -0.9142
H -6.533 3.967 -0.617 0.4038
H -7.293 -1.802 0.169 0.3948
H 8.779 -1.403 -2.261 0.3862
H -4.669 4.437 1.593 0.1609
H -6.580 -3.655 3.711 0.2605
H 10.024 -2.484 -6.469 0.3180
H -3.708 2.382 -0.786 0.2612
H 6.174 1.172 2.214 0.2446
H 1.222 1.959 -1.034 -0.0135
H -5.414 -5.255 2.503 0.3402
H 4.842 3.894 -0.059 0.2709
N -4.328 -2.726 1.570 -0.2197
H 7.434 1.924 1.005 0.2757
```

Orbital gap   7.2 eV
Lowest unoccupied orbital energy   2.389 eV
Total charge   -1
Relative energy (zero: lowest compared OMol25 entry of this formula, charge and spin)   77.1 kcal per mole
Maximum force   8.4 eV/A

=====

Which of these has the lowest total charge? C22H57BF4N11O14

=====

What is the formula in the third record? C22H56NbO2S

=====

Among the records above, which one has the lowest total charge? C22H57BF4N11O14

=====

What is the formula in the third record? C22H56NbO2S